(1)
Density functional theory data (ωB97M-V/def2-TZVPD) for a cluster of 17 separate species, H34O17 in total.

For the energy above the lowest of the compared OMol25 structures with the same formula, charge and spin, the calculation gives 3.8390 eV. The calculation puts the energy at -1299.38888 hartree. The calculation puts the frontier orbital gap at 9.74 eV.

ORCA input file:
```
! wB97M-V def2-TZVPD RIJCOSX def2/J DEFGRID3
* xyz 0 1
O -1.396 -1.215 0.121
H -0.909 -0.474 0.452
H -2.248 -1.391 0.484
O 2.454 4.390 1.894
H 2.220 5.301 1.850
H 1.778 3.957 1.314
O -1.133 2.557 -4.698
H -0.428 2.953 -4.159
H -0.649 1.791 -5.036
O -0.143 -3.425 0.574
H -0.723 -3.958 -0.013
H -0.901 -3.073 1.135
O -0.292 1.020 0.413
H 0.453 1.211 -0.269
H -0.957 1.592 -0.025
O 2.014 -4.624 0.155
H 2.243 -4.518 1.075
H 1.098 -4.890 0.158
O -1.166 0.517 3.904
H -1.211 1.114 3.119
H -0.381 0.799 4.397
O 3.438 1.631 -2.801
H 3.241 1.836 -1.904
H 4.279 1.221 -2.794
O -3.463 2.413 -2.925
H -3.723 1.469 -3.032
H -2.692 2.510 -3.547
O 1.275 3.661 -1.988
H 2.116 4.063 -2.177
H 1.427 2.710 -1.772
O -0.868 -0.564 -2.568
H -1.033 -1.203 -3.205
H -1.145 -0.795 -1.677
O 3.672 -2.939 -0.985
H 3.127 -3.044 -1.756
H 3.141 -3.470 -0.385
O -2.804 -1.344 3.691
H -3.675 -1.176 3.350
H -2.438 -0.564 4.172
O 0.838 -5.042 2.780
H 0.951 -4.676 3.644
H 0.197 -4.458 2.288
O 4.093 2.867 0.089
H 4.260 3.074 1.002
H 3.420 3.501 -0.243
O -2.867 2.589 -0.302
H -3.235 2.410 -1.162
H -3.458 2.863 0.436
O -2.473 -2.744 2.031
H -2.738 -3.646 1.908
H -2.585 -2.787 2.986
*
```

(2)
Density functional theory data (ωB97M-V/def2-TZVPD) for a cluster of 2 separate species, C5H13F2N2 in total.

For the energy above the lowest of the compared OMol25 structures with the same formula, charge and spin, the calculation gives 0.0000 eV. The calculation puts the energy at -507.24249 hartree. The calculation puts the frontier orbital gap at 10.15 eV.

ORCA input file:
```
! wB97M-V def2-TZVPD RIJCOSX def2/J DEFGRID3
* xyz 1 1
C 2.846 0.855 -0.135
C -1.857 -0.517 -1.607
C -1.543 -0.265 -0.176
C 2.052 0.550 1.237
C 1.533 -0.916 1.273
N -2.292 -0.501 0.865
N -2.570 0.686 -1.856
F 0.956 1.387 1.390
F 0.763 -1.276 0.071
H 3.263 -0.156 -0.408
H 2.137 1.097 -0.932
H 3.740 1.618 -0.142
H -2.457 -1.480 -1.847
H -0.922 -0.473 -2.144
H -0.761 0.473 0.049
H 2.766 0.841 2.147
H 2.251 -1.698 1.445
H -2.223 -0.029 1.833
H -2.880 -1.386 0.801
H -3.546 0.741 -1.634
H 0.878 -1.016 2.043
H -2.132 1.464 -2.273
*
```

(3)
Density functional theory data (ωB97M-V/def2-TZVPD) for a structure of composition C47H44FN2O6SiZr.

For the energy above the lowest of the compared OMol25 structures with the same formula, charge and spin, the calculation gives 0.9340 eV. The calculation puts the energy at -2815.11652 hartree. The calculation puts the frontier orbital gap at 4.34 eV.

ORCA input file:
```
! wB97M-V def2-TZVPD RIJCOSX def2/J DEFGRID3
* xyz -1 1
Zr 0.259 0.223 0.593
C -1.259 2.049 -6.254
C -2.576 2.057 -5.493
C -3.551 1.059 -6.096
C -4.892 1.135 -5.387
C -4.699 0.945 -3.906
C -5.709 0.447 -3.121
C -5.495 0.183 -1.770
F -6.520 -0.321 -1.056
C -4.288 0.395 -1.179
C -3.253 0.933 -1.956
C -1.957 1.163 -1.321
O -1.783 0.763 -0.146
C -0.986 1.833 -2.112
C -1.256 2.063 -3.429
N -2.392 1.738 -4.054
C -3.448 1.215 -3.310
C 0.327 2.355 -1.551
O 1.108 2.920 -2.291
O 0.436 2.166 -0.278
H -1.481 2.138 -7.317
H -0.728 1.111 -6.091
H -0.603 2.876 -5.990
H -3.023 3.057 -5.548
H -3.133 0.052 -6.011
H -3.663 1.288 -7.157
H -5.570 0.367 -5.760
H -5.364 2.103 -5.586
H -6.672 0.212 -3.558
H -4.101 0.147 -0.144
H -0.477 2.535 -4.009
C -0.221 -1.521 -0.540
C -0.331 -2.460 -1.342
C -0.370 -3.482 -2.282
C 0.575 -4.582 -2.111
C 1.741 -4.413 -1.337
C 2.632 -5.449 -1.125
C 2.409 -6.711 -1.667
C 1.255 -6.908 -2.415
C 0.358 -5.874 -2.629
C -1.282 -3.343 -3.395
C -1.101 -3.988 -4.644
C -1.959 -3.785 -5.708
C -3.052 -2.928 -5.606
C -3.240 -2.265 -4.396
C -2.383 -2.456 -3.328
H 1.929 -3.439 -0.902
H 3.520 -5.268 -0.528
H 3.110 -7.520 -1.502
H 1.040 -7.888 -2.828
H -0.552 -6.075 -3.179
H -0.241 -4.628 -4.784
H -1.764 -4.299 -6.644
H -3.731 -2.783 -6.439
H -4.085 -1.597 -4.277
H -2.551 -1.927 -2.398
C 5.072 -0.102 0.008
Si 3.616 0.314 1.103
C 3.666 -0.750 2.638
C 3.680 2.116 1.606
O 2.203 0.022 0.322
H 6.016 0.079 0.528
H 5.061 0.504 -0.901
H 5.039 -1.153 -0.290
H 4.632 -0.710 3.150
H 3.455 -1.792 2.388
H 2.896 -0.420 3.337
H 4.617 2.367 2.111
H 2.852 2.346 2.282
H 3.577 2.759 0.729
C 2.920 0.202 6.171
C 1.850 -0.792 5.802
C 2.207 -2.091 5.465
C 1.245 -3.015 5.086
C -0.080 -2.634 5.027
C -0.454 -1.341 5.382
N -1.825 -1.021 5.378
C -2.439 0.115 4.860
C -3.649 0.523 5.434
C -4.324 1.634 4.966
C -3.792 2.397 3.935
C -2.592 2.010 3.367
C -1.923 0.865 3.797
C -0.764 0.442 2.956
O -0.693 -0.713 2.452
O 0.077 1.322 2.583
C 0.503 -0.408 5.792
C 0.108 0.968 6.257
H 3.908 -0.219 5.987
H 2.864 0.486 7.225
H 2.830 1.117 5.582
H 3.254 -2.370 5.470
H 1.532 -4.018 4.799
H -0.838 -3.320 4.667
H -2.446 -1.772 5.622
H -4.043 -0.045 6.268
H -5.263 1.917 5.425
H -4.310 3.275 3.574
H -2.159 2.571 2.548
H -0.911 0.975 6.640
H 0.162 1.705 5.449
H 0.770 1.308 7.053
*
```

(4)
Density functional theory data (ωB97M-V/def2-TZVPD) for a structure of composition FN2O3S.

For the energy above the lowest of the compared OMol25 structures with the same formula, charge and spin, the calculation gives 0.8221 eV. The calculation puts the energy at -833.13236 hartree. The calculation puts the frontier orbital gap at 7.90 eV.

ORCA input file:
```
! wB97M-V def2-TZVPD RIJCOSX def2/J DEFGRID3
* xyz -1 1
N -1.209 -1.502 -0.370
N 0.275 1.113 0.428
O -1.633 -2.389 0.374
O 0.988 1.111 1.417
O -0.206 2.138 -0.034
F 1.896 -0.017 -1.057
S -0.111 -0.455 -0.757
*
```

(5)
Density functional theory data (ωB97M-V/def2-TZVPD) for an isolated molecule of C5H7N.

For the energy above the lowest of the compared OMol25 structures with the same formula, charge and spin, the calculation gives 4.4469 eV. The calculation puts the energy at -249.30982 hartree. The calculation puts the frontier orbital gap at 9.14 eV.

ORCA input file:
```
! wB97M-V def2-TZVPD RIJCOSX def2/J DEFGRID3
* xyz 0 1
N 3.201 -0.699 0.065
C 2.055 -0.422 0.145
C 0.683 -0.170 -0.059
C -0.592 -0.952 0.317
C -1.397 0.373 0.216
C -0.123 1.133 -0.250
H 1.696 -0.676 -1.050
H -0.872 -1.691 -0.438
H -0.624 -1.439 1.300
H -2.227 0.365 -0.498
H -1.785 0.723 1.178
H 0.150 1.999 0.366
H -0.165 1.455 -1.293
*
```

(6)
Density functional theory data (ωB97M-V/def2-TZVPD) for an isolated molecule of C2H8NO2PS.

For the energy above the lowest of the compared OMol25 structures with the same formula, charge and spin, the calculation gives 5.1642 eV. The calculation puts the energy at -1025.69947 hartree. The calculation puts the frontier orbital gap at 8.84 eV.

ORCA input file:
```
! wB97M-V def2-TZVPD RIJCOSX def2/J DEFGRID3
* xyz 0 1
C 1.234 0.997 -0.797
C 0.560 0.111 0.239
N 1.096 -1.207 0.051
O 0.161 -2.221 0.463
O -1.969 -0.487 1.035
P -1.245 0.022 -0.356
S -1.702 2.058 -0.288
H 1.301 1.972 -0.585
H 2.233 0.725 -0.855
H 0.780 0.978 -1.709
H 0.502 0.295 1.369
H 0.152 -2.463 1.418
H -3.022 1.767 -0.323
H 1.326 -1.281 -0.897
H -1.408 -1.267 1.235
*
```

(7)
Density functional theory data (ωB97M-V/def2-TZVPD) for an isolated molecule of C3H7NO2S.

For the energy above the lowest of the compared OMol25 structures with the same formula, charge and spin, the calculation gives 1.3491 eV. The calculation puts the energy at -721.91307 hartree. The calculation puts the frontier orbital gap at 10.13 eV.

ORCA input file:
```
! wB97M-V def2-TZVPD RIJCOSX def2/J DEFGRID3
* xyz 0 1
C -1.466 -0.474 -0.228
C 0.763 0.744 0.582
C -0.019 -0.650 0.273
N -1.670 0.464 -1.112
O -2.338 -1.248 0.165
O -0.219 -1.255 1.646
S 0.975 -1.731 -0.924
H 0.768 1.532 -0.240
H 0.378 1.283 1.377
H 1.811 0.477 0.704
H -0.810 1.032 -1.384
H -2.567 0.740 -1.614
H -1.161 -1.321 1.645
H 0.881 -2.890 -0.326
*
```

(8)
Density functional theory data (ωB97M-V/def2-TZVPD) for an isolated molecule of C28H30N2O7.

For the energy above the lowest of the compared OMol25 structures with the same formula, charge and spin, the calculation gives 0.8490 eV. The calculation puts the energy at -1721.19557 hartree. The calculation puts the frontier orbital gap at 8.10 eV.

ORCA input file:
```
! wB97M-V def2-TZVPD RIJCOSX def2/J DEFGRID3
* xyz 0 1
C -4.871 -1.482 -2.770
H -5.649 -0.922 -2.247
H -4.994 -2.544 -2.547
H -4.928 -1.306 -3.841
O -3.587 -1.035 -2.358
C -3.274 -1.272 -1.073
O -4.015 -1.832 -0.306
C -1.938 -0.738 -0.713
C -1.595 -0.666 0.635
C -0.408 -0.079 1.018
C 0.451 0.455 0.063
C 0.142 0.309 -1.284
C -1.043 -0.283 -1.675
H -1.289 -0.383 -2.721
H 0.823 0.687 -2.033
C 1.675 1.239 0.478
N 2.770 0.401 0.933
C 3.295 0.747 2.134
O 4.251 0.224 2.661
C 2.442 1.888 2.656
O 2.548 2.450 3.743
C 1.436 2.142 1.661
C 0.349 2.927 1.957
O 0.288 3.576 3.108
H 1.106 3.366 3.641
C -0.854 2.984 1.123
C -2.092 2.840 1.752
C -3.260 2.698 1.026
C -3.169 2.726 -0.355
C -1.946 2.950 -0.995
C -0.788 3.073 -0.271
H 0.153 3.258 -0.763
C -2.197 2.981 -2.472
H -1.582 2.255 -3.004
H -1.995 3.971 -2.887
C -3.701 2.636 -2.558
C -4.513 3.672 -3.323
H -4.385 4.653 -2.870
H -4.186 3.710 -4.358
H -5.568 3.413 -3.292
H -3.849 1.645 -3.005
O -4.193 2.553 -1.209
H -4.211 2.553 1.512
H -2.124 2.804 2.830
C 3.347 -0.605 0.079
H 4.372 -0.772 0.422
H 3.378 -0.214 -0.941
C 2.596 -1.953 0.110
N 3.447 -3.008 0.621
C 3.610 -2.943 2.067
C 4.607 -4.013 2.504
O 4.182 -5.304 2.126
C 3.996 -5.368 0.734
C 2.977 -4.333 0.255
H 2.885 -4.392 -0.832
H 1.994 -4.556 0.707
H 3.649 -6.380 0.515
H 4.952 -5.188 0.220
H 4.705 -4.027 3.590
H 5.586 -3.797 2.050
H 3.990 -1.962 2.353
H 2.645 -3.114 2.578
H 1.675 -1.846 0.709
H 2.298 -2.225 -0.905
H 2.026 1.815 -0.394
H -0.154 -0.006 2.065
H -2.287 -1.054 1.366
*
```